{"formula": "C35H31N10O4S3Sr", "method": "ωB97M-V with the def2-TZVPD basis set", "spin_multiplicity": 1, "homo_ev": -3.8892, "total_charge": -1, "e_above_lowest_kcal_mol": 21.4, "orbital_gap_ha": 0.1912, "elements": ["Sr", "S", "C", "C", "C", "C", "N", "C", "C", "C", "S", "C", "N", "H", "H", "N", "C", "C", "N", "C", "C", "N", "C", "C", "N", "H", "H", "H", "H", "H", "H", "C", "C", "S", "O", "O", "C", "C", "N", "C", "N", "C", "C", "N", "O", "O", "C", "H", "H", "H", "H", "H", "H", "H", "H", "H", "H", "H", "H", "H", "C", "C", "C", "C", "C", "C", "H", "H", "H", "H", "H", "N", "C", "C", "C", "C", "C", "C", "C", "H", "H", "H", "H", "H"], "coordinates": [[-0.522385, 1.025564, 1.680420], [0.207997, 3.829820, 1.778331], [1.732305, 3.752400, 0.895730], [2.054095, 4.835401, 0.069335], [3.197769, 4.886219, -0.713465], [3.426268, 6.023541, -1.567719], [3.593523, 6.934602, -2.250408], [4.091741, 3.811914, -0.670947], [3.801646, 2.732461, 0.150702], [2.642181, 2.648622, 0.928929], [2.395631, 1.158655, 1.836694], [5.290830, 3.782699, -1.468713], [6.256176, 3.737740, -2.093770], [1.356988, 5.662454, 0.029610], [4.492238, 1.899238, 0.182366], [-1.509024, 1.368404, 6.368701], [-0.500158, 0.468236, 6.641914], [-0.028529, 0.077151, 5.430415], [-0.718125, 0.707290, 4.422138], [-1.592715, 1.477631, 5.020762], [-2.512861, 2.347571, 4.293107], [-2.531767, 2.407436, 2.989203], [-3.486459, 3.336654, 2.667474], [-4.049294, 3.837058, 3.798961], [-3.417006, 3.196682, 4.844766], [-2.051103, 1.862968, 7.052986], [-0.217952, 0.209731, 7.645442], [0.788705, -0.590047, 5.221040], [-3.700984, 3.582625, 1.643169], [-4.813869, 4.574192, 3.960925], [-3.603867, 3.351007, 5.818192], [1.018553, -4.728106, -5.032707], [1.067530, -4.228451, -3.594175], [1.565440, -5.531952, -2.508213], [0.539764, -6.548394, -2.525030], [2.930282, -5.869176, -2.819932], [1.553250, -4.783643, -0.907089], [0.157483, -4.665771, -0.304815], [0.167940, -3.698809, 0.789734], [0.028993, -2.359651, 0.622192], [0.090498, -1.707627, 1.775464], [0.281748, -2.650780, 2.731905], [0.341289, -3.879416, 2.150128], [0.578464, -5.135253, 2.795565], [0.680940, -6.136793, 2.099448], [0.612772, -5.131131, 4.008445], [-0.168514, -1.676878, -0.676864], [0.697659, -3.916731, -5.684502], [0.314864, -5.552436, -5.132882], [2.000187, -5.067419, -5.357443], [0.087619, -3.888202, -3.258467], [1.794411, -3.425992, -3.467938], [2.032219, -3.807948, -1.005810], [2.192680, -5.421728, -0.295025], [-0.168285, -5.626786, 0.067827], [-0.582111, -4.326314, -1.027293], [0.376210, -2.426698, 3.778694], [-0.423015, -2.355811, -1.488623], [0.737420, -1.127925, -0.938724], [-0.984888, -0.960612, -0.547760], [-5.518127, -0.602662, 0.073011], [-4.648036, -0.163092, -0.914015], [-3.313440, 0.089266, -0.598591], [-2.747159, -0.063439, 0.682966], [-3.686452, -0.519011, 1.631670], [-5.025050, -0.783287, 1.360261], [-6.559765, -0.799287, -0.153815], [-5.012318, -0.016801, -1.926146], [-2.682584, 0.443481, -1.418121], [-3.365191, -0.679849, 2.663967], [-5.688472, -1.127557, 2.147352], [0.264409, 1.481467, -0.898058], [0.586655, 1.705661, -1.975050], [1.061862, 2.126337, -3.270723], [2.436850, 2.194591, -3.476008], [2.913822, 2.609887, -4.708484], [2.022448, 2.947665, -5.717727], [0.651800, 2.882735, -5.501646], [0.162621, 2.472472, -4.272241], [3.111898, 1.954238, -2.665324], [3.979967, 2.683524, -4.871085], [2.399102, 3.275306, -6.677654], [-0.037722, 3.161210, -6.286649], [-0.900522, 2.427656, -4.080287]], "forces_ev_per_angstrom": [[0.0907, 0.0840, 0.1962], [0.4241, 0.1118, -0.1629], [-0.2679, -0.0762, 0.1403], [-0.0999, 0.0802, 0.0251], [-0.0257, 0.3203, -0.2266], [-0.0218, -0.2764, 0.1904], [0.0079, 0.0612, -0.0517], [0.3519, -0.0845, -0.1491], [0.0370, -0.1118, 0.0066], [-0.1453, -0.2690, 0.1765], [0.1819, 0.2405, -0.1289], [-0.2933, 0.1023, 0.2403], [0.0499, -0.0435, -0.1217], [0.0168, -0.0031, 0.0075], [-0.0089, 0.0045, 0.0048], [0.0958, -0.0705, 0.0884], [-0.0628, 0.0606, 0.0430], [0.0492, 0.0342, -0.1527], [0.0427, -0.1166, 0.1885], [-0.2430, 0.2011, -0.2194], [0.2462, -0.2040, 0.1733], [-0.0844, 0.0924, -0.0051], [0.0824, -0.1230, -0.0634], [-0.0028, 0.0212, 0.0999], [-0.1154, 0.0696, -0.0818], [0.0063, -0.0001, -0.0073], [0.0062, -0.0029, 0.0255], [0.0254, -0.0181, -0.0161], [-0.0028, 0.0045, -0.0409], [-0.0167, 0.0118, 0.0041], [0.0217, -0.0001, -0.0056], [-0.0032, 0.0109, 0.0169], [-0.0814, 0.1785, -0.1930], [-0.0162, -0.3518, -0.0167], [0.1027, 0.0073, -0.0442], [-0.0330, -0.0480, -0.0237], [0.0235, 0.1278, 0.1784], [-0.0168, 0.0085, 0.1058], [-0.0254, 0.1165, -0.1179], [-0.0682, 0.0376, 0.1012], [-0.0434, -0.2441, 0.1044], [0.0424, 0.2443, -0.0538], [0.1730, -0.5014, 0.1157], [-0.5722, 0.2775, -0.3178], [0.2101, 0.0128, -0.0030], [0.1820, 0.0009, 0.1574], [0.0977, -0.0588, -0.0909], [0.0050, -0.0054, -0.0052], [-0.0177, -0.0101, 0.0162], [0.0219, -0.0008, 0.0085], [-0.0098, 0.0299, 0.0089], [-0.0108, 0.0342, -0.0010], [0.0348, -0.0049, 0.0204], [0.0019, 0.0187, 0.0199], [-0.0345, -0.0294, 0.0213], [0.0797, -0.0057, -0.0235], [-0.0132, 0.0321, 0.0306], [0.0017, 0.0096, 0.0398], [0.0209, 0.0066, -0.0005], [0.0001, -0.0154, 0.0016], [-0.0128, -0.0106, 0.0370], [0.0084, -0.0336, 0.0611], [0.0509, 0.0772, -0.0587], [-0.5202, -0.1047, -0.2897], [0.1447, -0.0263, 0.1385], [-0.0217, 0.0141, -0.1224], [-0.0095, -0.0082, -0.0028], [0.0106, 0.0208, -0.0249], [0.0073, 0.0001, -0.0045], [0.0263, 0.0251, 0.0210], [-0.0025, -0.0162, 0.0294], [-0.2782, -0.3012, -0.1255], [0.1588, 0.5636, -0.0749], [-0.0141, -0.2476, 0.3140], [0.0619, 0.0701, -0.0675], [-0.0180, 0.0062, 0.0343], [-0.0090, 0.0020, -0.0151], [0.0107, -0.0032, 0.0565], [-0.0086, 0.0002, -0.1092], [0.0020, -0.0233, -0.0059], [0.0272, 0.0118, 0.0075], [0.0049, 0.0120, -0.0099], [-0.0048, 0.0053, -0.0222], [-0.0116, -0.0121, 0.0007]]}